Record 1
The following is a quantum chemistry calculation of a molecular structure, C2H5NOSn at a distorted geometry, from the OMol25 dataset.

Structure (XYZ):
```
10
C2H5NOSn the ωB97M-V functional and the def2-TZVPD basis
Sn 4.08 -1.69 3.24
O 0.41 0.33 1.18
C -0.06 0.11 0.05
N 0.49 -0.68 -0.80
C -1.34 0.88 -0.29
H 1.35 -1.21 -0.86
H -0.15 -0.80 -1.57
H -1.92 0.31 -1.02
H -0.99 1.87 -0.59
H -1.87 0.89 0.66
```

Computed properties:
- Charge: +2
- LUMO energy: -13.0 eV
- Energy relative to the best compared isomer or geometry (same formula, charge and spin): 274.2 kJ/mol
- Gap between HOMO and LUMO: 3.393 eV

Record 2
The following is a quantum chemistry calculation of 2 unconnected molecules or ions with the total composition C3H3NO2 at a distorted geometry, from the OMol25 dataset.

Structure (XYZ):
```
9
C3H3NO2 the ωB97M-V functional and the def2-TZVPD basis
N 2.42 -0.68 -0.09
C 1.38 -0.18 -0.21
C 0.15 0.52 -0.38
O 0.15 1.79 -0.93
C -1.04 0.12 0.08
O -2.15 -0.10 0.36
H -0.46 1.78 -1.68
H -0.01 -1.40 1.64
H -0.43 -1.85 1.21
```

Computed properties:
- LUMO energy: -0.4 eV
- Energy relative to the best compared isomer or geometry (same formula, charge and spin): 359.7 kJ/mol
- Gap between HOMO and LUMO: 9.144 eV
- SMILES string: N#CC(O)=C=O.[H][H]

Record 3
The following is a quantum chemistry calculation of a molecular structure, C21H32F6N6PdSb, from the OMol25 dataset.

Structure (XYZ):
```
67
C21H32F6N6PdSb the ωB97M-V functional and the def2-TZVPD basis
Pd 0.14 -0.49 0.59
C -2.39 0.49 4.06
N -1.87 1.66 3.38
C -2.65 2.86 3.60
C -0.91 1.59 2.40
N 0.08 0.73 2.38
C 0.51 -0.06 3.45
C 0.70 0.35 4.73
C 1.04 -0.59 5.75
C 1.11 -1.94 5.47
C 0.95 -2.46 4.18
C 1.04 -3.85 3.93
C 1.01 -4.57 2.75
C 0.79 -4.15 1.39
C 0.26 -2.96 1.04
N 0.04 -2.43 -0.23
C 0.85 -2.42 -1.29
N 0.37 -1.96 -2.43
C -1.01 -1.47 -2.47
C 1.25 -1.36 -3.45
N 2.19 -2.82 -1.27
C 2.55 -4.05 -1.92
C 3.02 -2.40 -0.17
C 0.82 -1.48 3.04
N -1.06 2.47 1.36
C -2.22 2.13 0.50
C 0.15 2.73 0.56
H -2.16 0.51 5.14
H -1.96 -0.42 3.65
H -3.47 0.45 3.93
H -2.68 3.07 4.67
H -3.68 2.74 3.24
H -2.19 3.69 3.07
H 0.53 1.39 4.99
H 1.20 -0.24 6.76
H 1.30 -2.64 6.28
H 1.21 -4.45 4.83
H 1.22 -5.63 2.87
H 1.04 -4.87 0.61
H -1.70 -2.27 -2.23
H -1.20 -1.03 -3.45
H -1.13 -0.67 -1.73
H 2.20 -1.88 -3.50
H 1.41 -0.31 -3.20
H 0.74 -1.38 -4.41
H 1.92 -4.20 -2.81
H 2.43 -4.93 -1.27
H 3.59 -4.01 -2.24
H 2.68 -1.43 0.18
H 4.04 -2.28 -0.54
H 3.04 -3.12 0.67
H -3.15 2.21 1.07
H -2.12 1.11 0.12
H -2.24 2.78 -0.37
H 0.96 3.04 1.22
H -0.07 3.51 -0.16
H 0.48 1.86 -0.02
C -0.19 -1.88 1.97
H -1.19 -2.04 2.38
H 1.80 -1.44 2.52
F 1.23 0.44 -0.89
Sb -0.52 2.13 -3.19
F -1.07 0.43 -4.64
F 1.23 2.26 -4.21
F -2.43 2.66 -2.13
F 0.11 3.86 -2.33
F -1.28 3.23 -4.59
```

Computed properties:
- <S²>: 0.840
- Spin multiplicity: 2
- Charge: -2
- LUMO energy (spin up / spin down): 4.1 / 3.6 eV
- Energy relative to the best compared isomer or geometry (same formula, charge and spin): 140.1 kJ/mol
- Gap between HOMO and LUMO (spin up / spin down): 5.144 / 4.604 eV

Record 4
The following is a quantum chemistry calculation of 2 unconnected molecules or ions with the total composition C3H10S at a distorted geometry, from the OMol25 dataset.

Structure (XYZ):
```
14
C3H10S the ωB97M-V functional and the def2-TZVPD basis
C -0.21 -1.66 -0.17
S -1.75 -0.75 -0.26
C -1.20 0.88 -0.84
H 0.36 -1.35 0.71
H 0.40 -1.43 -1.04
H -0.44 -2.71 -0.16
H -0.33 1.32 -0.37
H -1.08 0.78 -1.92
H -2.07 1.52 -0.64
C 4.04 1.82 1.43
H 4.05 2.21 2.44
H 4.34 2.45 0.62
H 3.06 1.34 1.25
H 4.69 0.93 1.46
```

Computed properties:
- LUMO energy: 0.9 eV
- Energy relative to the best compared isomer or geometry (same formula, charge and spin): 31.6 kJ/mol
- Gap between HOMO and LUMO: 9.307 eV
- SMILES string: CSC.C

Which of these has the lowest energy relative to the best compared isomer or geometry (same formula, charge and spin)?
C3H10S

energy relative to the best compared isomer or geometry (same formula, charge and spin) of number 2 (C3H3NO2)?
359.7 kJ/mol

What is the formula in the fourth record?
C3H10S

Among the records above, which one has the lowest energy relative to the best compared isomer or geometry (same formula, charge and spin)?
C3H10S